Entry 1:
68
Properties=species:S:1:pos:R:3:forces:R:3:lowdin_charge:R:1 method="wB97M-V/def2-TZVPD" lumo_energy_ha="-0.1106 / -0.1071" gap_ev="4.984 / 5.079"
Ru 1.001 -1.360 1.036 -0.445 -0.552 0.332 1.1757
O 5.107 3.802 3.105 -0.034 -0.026 -0.046 -0.0174
C 3.948 3.693 3.530 0.109 0.105 0.129 -0.6916
O 3.250 4.409 4.265 -0.035 -0.054 -0.059 -0.0255
C 3.219 2.419 3.023 -0.067 -0.110 -0.081 -0.0812
C 1.885 2.193 3.340 0.021 0.010 -0.040 0.0237
C 1.216 1.118 2.786 0.008 0.016 0.023 -0.1000
N 1.835 0.271 1.959 -0.126 0.001 -0.077 -0.0771
C 3.138 0.450 1.679 0.067 -0.007 0.123 -0.1985
C 3.860 1.505 2.186 0.012 0.007 0.047 0.0699
C 3.698 -0.594 0.764 0.106 0.322 -0.238 -0.5263
O 4.786 -0.548 0.266 -0.113 -0.097 0.124 0.1443
O 2.812 -1.578 0.498 -0.225 -0.120 0.111 -0.1915
H 1.396 2.895 4.003 -0.007 0.004 0.010 0.1242
H 0.175 0.901 2.993 0.000 -0.003 -0.001 0.1088
H 4.902 1.652 1.932 0.012 0.014 0.011 0.1406
Cl -3.775 -4.876 4.191 -0.040 -0.022 0.050 0.6960
C -2.621 -4.348 3.036 -0.036 -0.238 -0.168 -0.6979
C -2.323 -5.170 1.913 -0.090 0.159 0.247 -0.6907
Cl -3.123 -6.676 1.737 -0.021 -0.041 0.000 0.7058
C -1.401 -4.772 0.971 0.104 0.327 0.084 -0.6258
Cl -1.002 -5.725 -0.396 0.025 -0.051 -0.079 0.7430
C -0.737 -3.534 1.132 -0.484 -0.173 0.611 -0.4002
O 0.156 -3.082 0.320 0.549 0.632 -0.494 -0.2069
C -1.071 -2.710 2.230 -0.044 -0.279 -0.031 -0.3585
O -0.479 -1.522 2.261 0.690 0.063 -0.466 -0.2341
C -1.998 -3.131 3.196 0.097 0.130 -0.181 -0.6253
Cl -2.326 -2.089 4.518 -0.021 0.008 0.036 0.7474
C -2.227 -2.413 -2.153 -0.033 0.085 0.001 -0.1975
Si -0.676 -1.502 -2.647 0.027 -0.227 -0.065 0.3408
C -0.972 -0.491 -4.192 0.010 0.063 0.022 -0.2177
C 0.803 -2.613 -2.838 0.018 0.010 0.023 -0.2056
Sb -0.111 0.143 -0.746 0.010 0.033 -0.030 1.0605
Si -2.325 1.163 0.083 -0.129 0.031 0.038 0.3408
C -3.326 1.429 -1.475 0.021 0.000 -0.008 -0.2117
C -1.945 2.792 0.904 0.024 0.008 0.009 -0.2080
C -3.138 -0.056 1.229 0.014 -0.013 -0.002 -0.2056
Si 1.414 2.044 -1.637 -0.006 0.083 0.001 0.3539
C 0.321 2.863 -2.914 -0.017 -0.031 -0.005 -0.2096
C 2.897 1.232 -2.406 0.025 -0.059 0.019 -0.1922
C 1.800 3.228 -0.264 0.012 -0.024 0.030 -0.1799
H -2.462 -3.165 -2.911 0.015 0.000 -0.002 0.0467
H -3.084 -1.740 -2.079 0.013 -0.033 -0.001 0.0196
H -2.108 -2.930 -1.201 0.024 -0.029 0.041 0.0064
H -1.348 -1.146 -4.982 0.005 -0.019 0.017 0.0420
H -0.048 -0.037 -4.554 -0.005 0.006 0.004 0.0259
H -1.709 0.300 -4.039 -0.009 -0.002 -0.006 0.0212
H 0.634 -3.311 -3.664 -0.016 0.013 -0.003 0.0438
H 0.981 -3.192 -1.932 -0.022 0.024 -0.025 0.0176
H 1.703 -2.039 -3.066 0.015 -0.002 -0.002 0.0303
H -2.812 2.087 -2.177 0.007 0.009 -0.014 0.0230
H -4.278 1.902 -1.217 0.014 -0.001 0.015 0.0438
H -3.553 0.492 -1.987 0.009 0.007 0.016 0.0156
H -1.587 3.525 0.178 0.001 -0.002 0.010 0.0272
H -1.197 2.703 1.693 -0.002 -0.014 -0.002 0.0225
H -2.859 3.189 1.354 0.006 0.003 -0.012 0.0448
H -3.234 -1.040 0.765 0.001 0.004 0.019 0.0351
H -4.142 0.297 1.481 0.000 0.014 -0.019 0.0485
H -2.577 -0.168 2.158 -0.004 -0.011 -0.019 0.0087
H 0.008 2.178 -3.703 0.000 0.010 0.001 0.0119
H 0.873 3.683 -3.382 0.017 -0.011 0.010 0.0457
H -0.571 3.294 -2.455 -0.015 0.004 0.009 0.0228
H 2.606 0.537 -3.196 -0.008 0.009 -0.005 0.0286
H 3.505 0.686 -1.683 -0.002 0.003 0.015 0.0218
H 3.536 1.999 -2.853 -0.016 0.017 -0.002 0.0486
H 0.897 3.666 0.165 0.012 -0.009 -0.011 0.0306
H 2.404 4.045 -0.673 -0.004 0.004 0.005 0.0571
H 2.378 2.775 0.541 -0.027 0.025 -0.050 0.0114

---

Entry 2:
61
Properties=species:S:1:pos:R:3:forces:R:3:nbo_charge:R:1 method="wB97M-V/def2-TZVPD" charge=-1 lumo_energy_ha=0.0959 gap_ev=6.775
Ag 0.180 -0.837 0.426 1.169 0.261 -0.541 0.8837
C 2.582 0.534 1.965 0.794 -0.392 -1.493 0.3372
O 1.362 0.100 2.541 -0.566 0.656 1.616 -0.5830
O 2.576 0.091 0.733 -0.101 0.832 0.261 -0.8610
C 2.727 2.120 2.098 -0.242 -0.650 -0.741 0.9024
F 3.654 2.536 1.203 -0.520 0.273 0.577 -0.3314
F 1.547 2.756 1.819 0.545 0.168 0.098 -0.3642
F 3.138 2.584 3.324 -0.206 -0.170 -0.508 -0.3629
C 1.142 0.379 3.913 -1.113 -0.533 0.180 -0.0671
C -0.234 -0.233 4.204 0.541 0.290 0.750 -0.6161
H -0.481 -0.161 5.270 0.135 -0.001 -0.006 0.1847
H -0.997 0.340 3.680 -0.056 -0.368 -0.342 0.2037
H -0.196 -1.288 3.942 -0.367 0.037 -0.289 0.2213
H 1.088 1.442 4.178 0.265 0.098 -0.376 0.1582
H 1.901 -0.081 4.555 0.175 -0.040 -0.130 0.1577
H 3.452 0.175 2.555 -0.020 -0.179 0.539 0.0800
C 0.133 -1.489 -2.578 1.406 1.190 0.904 0.3188
O -1.023 -0.877 -1.927 -0.613 -0.157 -0.432 -0.5953
O 1.125 -1.483 -1.707 -1.135 -0.756 -0.427 -0.8667
C -0.279 -2.889 -3.100 0.718 -0.097 0.284 0.9138
F 0.799 -3.683 -3.283 -0.370 0.067 0.227 -0.3318
F -1.102 -3.506 -2.221 -0.061 -0.358 -0.245 -0.3498
F -0.896 -2.876 -4.309 -0.362 0.081 0.128 -0.3542
C -2.095 -0.438 -2.726 -0.818 -0.520 0.427 -0.0638
C -3.271 -0.200 -1.783 -0.667 0.347 -1.107 -0.6145
H -3.727 -1.157 -1.525 0.406 -0.041 0.575 0.2020
H -3.035 0.429 -0.929 0.080 -0.170 0.142 0.2189
H -4.077 0.267 -2.370 0.156 0.294 0.152 0.1854
H -2.489 -1.198 -3.418 0.538 -0.132 -0.084 0.1593
H -1.857 0.429 -3.355 0.238 0.195 0.272 0.1525
H 0.334 -0.860 -3.472 -0.087 -0.069 -0.363 0.0899
C 1.451 2.133 -1.876 -0.370 0.741 -0.728 -0.7124
C 2.698 1.829 -2.660 0.173 -1.097 0.143 0.5773
O 3.364 0.853 -2.452 0.354 -0.234 -0.201 -0.4939
C 3.161 2.841 -3.712 -0.135 0.413 1.006 -0.7222
H 0.645 2.102 -2.624 -0.128 0.136 0.119 0.2059
H 1.555 3.181 -1.571 -0.285 -0.057 0.223 0.2006
H 1.173 1.486 -1.046 0.667 -0.213 -0.076 0.2802
H 3.203 2.514 -4.747 -0.274 -0.343 0.059 0.2261
H 4.185 3.034 -3.387 0.009 0.337 -0.231 0.2332
H 2.545 3.734 -3.595 0.224 0.198 -0.391 0.1960
C -2.156 -4.446 1.174 -0.557 0.423 -0.531 -0.7234
C -0.719 -4.029 1.044 0.201 0.243 0.400 0.6183
O -0.322 -2.996 1.532 -0.036 0.150 0.075 -0.5802
C 0.228 -5.006 0.403 -0.132 0.074 -0.023 -0.7214
H -2.806 -3.639 1.510 0.340 0.257 0.019 0.2311
H -2.314 -5.256 1.886 0.249 -0.367 -0.341 0.2260
H -2.459 -4.690 0.150 -0.300 -0.482 0.252 0.2318
H -0.258 -5.650 -0.328 -0.096 -0.161 0.200 0.2177
H 0.565 -5.571 1.278 0.255 -0.333 -0.311 0.2268
H 1.068 -4.522 -0.090 0.014 0.250 0.250 0.2717
C -2.347 2.959 2.270 1.089 -0.343 -0.194 -0.7214
C -1.474 2.562 1.085 -0.827 -0.187 -1.080 0.6175
O -1.278 1.390 0.866 0.194 -0.128 0.266 -0.5585
C -1.067 3.606 0.060 -0.841 0.062 0.765 -0.7181
H -3.242 3.469 1.923 -0.113 -0.078 0.046 0.2206
H -1.796 3.615 2.946 -0.073 0.062 0.040 0.2280
H -2.530 1.995 2.741 -0.450 0.269 0.320 0.2374
H -0.939 3.163 -0.920 0.633 -0.204 0.137 0.2447
H -0.205 4.119 0.485 0.142 0.164 -0.503 0.2490
H -1.912 4.294 -0.052 0.209 0.288 0.238 0.2042

---

Entry 3:
20
Properties=species:S:1:pos:R:3:forces:R:3:nbo_charge:R:1 method="wB97M-V/def2-TZVPD" spin_multiplicity=3 lumo_energy_ha="0.0373 / -0.0476" gap_ev="5.774 / 7.612"
C 0.577 -0.552 -0.589 3.770 -2.164 2.443 -0.1395
C 1.060 -0.539 0.659 -0.079 -0.243 -0.973 -0.0879
C -2.356 -0.431 -1.386 -0.984 0.222 1.271 -0.1745
C -1.307 0.410 -0.941 -2.977 3.337 -0.687 0.2824
C 2.468 -1.108 0.929 -1.668 0.438 -0.035 -0.6329
C 0.338 -0.062 1.924 -0.603 1.056 -3.294 -0.6459
C -0.833 1.759 -1.347 1.399 -0.040 0.480 -0.6884
O -2.275 0.209 -0.011 0.359 -0.240 -0.104 -0.4688
H 0.955 -0.975 -1.518 -0.027 0.216 0.106 0.1817
H -3.215 0.112 -1.805 0.144 -1.191 -0.714 0.1931
H -2.229 -1.514 -1.261 -0.433 0.317 -0.726 0.2023
H 2.412 -2.158 1.095 -0.267 -1.029 0.160 0.2134
H 3.044 -0.977 0.042 1.038 0.446 -0.180 0.2207
H 2.777 -0.686 1.868 0.979 0.480 0.057 0.2093
H 0.350 -0.809 2.625 -0.381 -2.154 1.701 0.2115
H 0.809 0.757 2.401 0.759 1.075 0.170 0.2100
H -0.660 0.239 1.603 -0.057 -0.189 0.626 0.2363
H -1.535 2.456 -1.824 -0.259 -0.374 0.015 0.2198
H 0.037 1.605 -2.016 -0.445 0.263 0.147 0.2269
H -0.418 2.265 -0.448 -0.268 -0.226 -0.462 0.2304

---

Values for energy relative to the best compared isomer or geometry (same formula, charge and spin), eV, ordered as above
0.000 0.000 1.206
Values for DFT total energy, a.u., ordered as above
-4407.01734 -1938.60409 -348.84797